Entry 1:
ORCA calculation (ωB97M-V/def2-TZVPD) on a molecular structure, C40H39ClN4O3SSiW.

```
! wB97M-V def2-TZVPD RIJCOSX def2/J DEFGRID3
* xyz 0 3
W 2.41327 4.02765 0.47542
Cl -5.58243 1.69131 -0.16109
C -4.08130 1.76645 -1.06148
C -3.80054 1.17007 -2.29404
C -2.48859 1.31662 -2.75700
C -1.45608 2.11902 -2.15277
O -0.23924 2.19620 -2.59927
C -1.82158 2.75466 -0.87054
C -0.75497 3.49470 -0.19460
N 0.45064 2.99520 0.27132
C 0.56328 1.69938 0.86989
C -0.01559 0.47434 0.55974
C 0.11280 -0.56351 1.51492
C 1.02096 -0.50905 2.54713
C 1.87027 0.55948 2.69992
C 2.89011 0.66682 3.66271
C 3.43375 1.92775 3.87256
C 2.99125 3.03574 3.21436
N 2.14855 2.94973 2.13759
C 1.52673 1.70691 1.92609
C -3.13954 2.58804 -0.38459
H -4.46075 0.53505 -2.89552
H -2.12491 0.91866 -3.67432
H -0.87904 4.57423 -0.07282
H -0.73108 0.42319 -0.29665
H -0.49809 -1.48710 1.46248
H 1.07796 -1.24065 3.35185
H 3.23853 -0.25048 4.17686
H 4.24874 2.08664 4.53315
H 3.17860 4.01689 3.63243
H -3.35415 3.08236 0.57701
S 4.74080 4.39015 1.09910
C 4.51712 3.01249 0.05085
C 5.36863 1.94636 -0.04469
C 5.02298 0.93461 -0.90806
C 3.80631 0.83267 -1.57838
C 2.99946 1.92976 -1.55708
N 3.39008 3.01269 -0.83868
H 6.28722 1.86754 0.57078
H 5.77915 0.19802 -1.06608
H 3.35573 -0.11539 -1.91499
H 2.08564 2.03302 -2.12727
C 0.36766 8.25444 0.69856
Si 1.85455 7.16815 1.01825
C 1.43844 6.45873 2.77332
C 3.32011 8.25496 1.34881
C 1.98349 5.89003 -0.31924
H 0.70816 9.11616 0.07241
H 0.10919 8.62385 1.64930
H -0.50533 7.80395 0.18245
H 1.07618 7.27372 3.45547
H 2.37780 6.04990 3.32467
H 0.66589 5.70786 2.78666
H 3.29833 8.59089 2.38993
H 3.13990 9.15692 0.76267
H 4.32684 7.86650 1.19245
H 2.84776 6.25870 -0.93125
H 1.04360 5.86314 -0.90340
C -6.14291 -6.54752 0.07218
C -5.22054 -6.14650 -1.09559
C -5.62085 -6.08091 -2.45340
C -4.71719 -5.79065 -3.46084
C -3.37596 -5.73682 -3.17523
C -2.94658 -5.63119 -1.81777
N -1.70239 -5.10136 -1.56003
C -0.58399 -5.80554 -1.17948
C -0.46599 -7.21897 -1.27860
C 0.67579 -7.87268 -0.83560
C 1.79974 -7.13425 -0.41399
C 1.70409 -5.74617 -0.38165
C 0.60786 -5.04044 -0.88729
C 0.63651 -3.52399 -1.05973
O 1.71044 -2.98153 -1.12901
O -0.52418 -2.90188 -1.05013
C -3.87852 -5.84983 -0.79237
C -3.37336 -5.77950 0.58787
H -7.16516 -6.83239 -0.28223
H -6.26533 -5.70107 0.78632
H -5.70669 -7.43274 0.60991
H -6.63696 -6.42223 -2.69263
H -5.10413 -5.75983 -4.47352
H -2.66012 -5.63768 -3.93833
H -1.27236 -3.68694 -1.24092
H -1.28619 -7.76319 -1.76126
H 0.81035 -8.94601 -0.88108
H 2.76610 -7.64790 -0.25676
H 2.60912 -5.17607 -0.09165
H -2.31884 -5.52512 0.56044
H -3.52493 -6.67536 1.17760
H -3.97007 -5.00987 1.13748
*
```

Summary:
LUMO (spin up / spin down), eV: -2.9599 / -2.8696
Expectation value of S²: 2.030
Orbital gap (spin up / spin down), eV: 2.39 / 2.48

Atomic partial charges in e from the Mulliken method, atoms 1 to 4: atom 1 (W): 0.7098, atom 2 (Cl): -0.2473, atom 3 (C): 0.4324, atom 4 (C): -0.6530

Entry 2:
ORCA calculation (ωB97M-V/def2-TZVPD) on a molecular structure, C26H32F6O3SiSn.

```
! wB97M-V def2-TZVPD RIJCOSX def2/J DEFGRID3
* xyz -2 1
Sn -1.48641 0.21125 -1.71466
C 5.11207 -0.08408 -1.70864
O 4.02358 -0.41628 -0.90056
C 4.08132 -1.76217 -0.46691
C 2.89522 -2.08762 0.39319
O 3.00509 -1.41861 1.63884
C 1.85743 -1.71225 2.42466
H 5.15439 -0.71174 -2.61045
H 6.06503 -0.19764 -1.17086
H 4.99947 0.95672 -2.00983
H 5.01118 -1.92815 0.09710
H 4.07904 -2.43530 -1.33635
H 2.85595 -3.17534 0.54622
H 1.96913 -1.79703 -0.11747
H 1.80722 -2.77742 2.66945
H 0.93885 -1.44859 1.88815
H 1.93011 -1.13131 3.34337
C -1.80365 0.58398 2.01581
Si -1.03079 1.47311 0.53959
C -1.80604 3.21188 0.50938
C 0.81280 1.70456 0.92227
H -1.73870 1.18225 2.93235
H -1.30504 -0.37146 2.19208
H -2.85603 0.37706 1.80602
H -1.66540 3.74116 1.45926
H -2.87819 3.12640 0.31478
H -1.36957 3.82035 -0.28757
H 0.95543 2.24069 1.86752
H 1.30462 2.27751 0.13064
H 1.32831 0.74399 0.98884
C -0.85983 -1.63545 -0.80497
C -0.47191 -2.70995 -0.36132
C -0.00694 -3.95436 0.14444
C -0.32942 -4.24915 1.52344
C 0.34587 -5.19349 2.33605
C 0.02250 -5.37980 3.67106
C -0.98841 -4.64800 4.28179
C -1.66106 -3.70186 3.50819
C -1.34688 -3.50635 2.17841
C 0.78026 -4.77293 -0.73854
C 1.05187 -6.15348 -0.54474
C 1.83180 -6.88394 -1.42498
C 2.38733 -6.30448 -2.56074
C 2.09837 -4.96157 -2.80235
C 1.31973 -4.22285 -1.93433
H 1.18244 -5.74333 1.93081
H 0.58705 -6.10498 4.25038
H -1.23736 -4.79913 5.32565
H -2.44828 -3.10117 3.95226
H -1.88392 -2.75863 1.60440
H 0.59666 -6.67070 0.28669
H 1.99560 -7.93911 -1.22433
H 3.00247 -6.88008 -3.24228
H 2.49004 -4.47803 -3.69254
H 1.09639 -3.18819 -2.16279
C -4.21387 -1.85213 -2.04290
C -4.59090 -0.52210 -1.37809
O -3.54556 0.25906 -1.00790
C -5.47622 0.28246 -2.36524
F -5.89760 1.45675 -1.86605
F -4.78592 0.56280 -3.48324
F -6.59186 -0.38076 -2.77040
C -5.40619 -0.84290 -0.09975
F -5.80671 0.25843 0.55956
F -4.67044 -1.56649 0.75186
F -6.53306 -1.56583 -0.34490
H -3.66205 -1.63706 -2.95763
H -5.08839 -2.45894 -2.28031
H -3.54550 -2.39335 -1.37559
*
```

Summary:
LUMO, eV: 4.5546
Energy above the lowest of the compared OMol25 structures with the same formula, charge and spin, kJ/mol: 0.0
Orbital gap, eV: 4.70

Atomic partial charges in e from the Mulliken method, atoms 1 to 4: atom 1 (Sn): -0.0901, atom 2 (C): -0.8447, atom 3 (O): -0.1700, atom 4 (C): -0.8511